# C4H7NO2

An isolated molecule of C4H7NO2 (ωB97M-V/def2-TZVPD, OMol25).

**SMILES**: [H]/N=C\C(=C/O)CO
**HOMO level**: -9.4 eV
**HOMO-LUMO gap**: 9.9 eV
**2S+1**: 1

Element x y z (Å)
O1 -1.49523 1.03487 -1.28626
C1 -0.13018 0.65595 -1.26925
C2 0.31739 0.12410 0.06478
C3 -0.35400 -1.07274 0.60471
N1 -1.04559 -1.94377 -0.01705
C4 1.23092 0.76823 0.80838
O2 1.69531 0.31512 1.98817
H1 -2.00039 0.32497 -0.87119
H2 0.07583 -0.08760 -2.05666
H3 0.44165 1.55350 -1.51729
H4 -0.32349 -1.22196 1.69379
H5 1.22754 -0.49714 2.17778
H6 -1.02691 -1.76287 -1.02241
H7 1.67807 1.71736 0.51794

Formally, the Mulliken partial charges of the atoms, in units of the elementary charge, are as follows: -0.50 -0.82 0.99 -0.36 -0.70 -0.33 -0.47 0.38 0.28 0.34 0.32 0.25 0.30 0.32



# C32H24ClF3N5O6PtS2

A structure of composition C32H24ClF3N5O6PtS2 in a non-equilibrium geometry (ωB97M-V/def2-TZVPD, OMol25).

**HOMO level (alpha / beta)**: -11.6 / -12.1 eV
**HOMO-LUMO gap (alpha / beta)**: 8.2 / 4.7 eV
**2S+1**: 5
**Charge**: +1
**Expectation value of S²**: 6.0256

Element x y z (Å)
Pt1 -2.99276 -0.42131 -0.37653
S1 -0.58796 -0.59781 1.11747
C1 0.92614 -0.72261 0.27737
N1 2.05054 -0.98651 0.99037
C2 3.23674 -1.34771 0.25477
C3 3.37104 -0.44611 -0.97543
N2 2.16314 -0.50671 -1.76303
C4 2.27204 -0.64391 -3.19583
C5 2.77104 -2.02921 -3.52993
C6 2.01064 -3.14021 -3.16663
C7 2.46684 -4.41621 -3.44103
C8 3.69344 -4.59041 -4.06673
C9 4.45394 -3.48721 -4.43103
C10 4.00104 -2.20981 -4.15143
C11 0.97304 -0.61351 -1.11583
S2 -0.50336 -0.55031 -2.03263
C12 2.14354 -0.80921 2.42007
C13 3.05104 0.35549 2.74487
C14 2.71004 1.64439 2.33877
C15 3.53764 2.71139 2.64317
C16 4.71764 2.49769 3.34027
C17 5.06224 1.21639 3.74477
C18 4.23564 0.14839 3.44037
H1 3.16794 -2.39241 -0.07403
H2 4.10604 -1.23711 0.90457
H3 4.21614 -0.76531 -1.58863
H4 3.54354 0.58489 -0.63963
H5 2.96164 0.11239 -3.58093
H6 1.27734 -0.47601 -3.62343
H7 1.05564 -2.99831 -2.68003
H8 1.87274 -5.27401 -3.16363
H9 4.05984 -5.58491 -4.26973
H10 5.40194 -3.62021 -4.92983
H11 4.59404 -1.35181 -4.43333
H12 2.53514 -1.72461 2.87557
H13 1.13364 -0.62591 2.79917
H14 1.78804 1.80859 1.79717
H15 3.26284 3.71169 2.34207
H16 5.36874 3.32659 3.57257
H17 5.97114 1.04599 4.30127
H18 4.50314 -0.84771 3.76167
O1 -5.07226 -0.12361 5.01827
C19 -4.88496 1.07499 4.55457
O2 -5.13926 2.08359 5.16397
C20 -4.29006 1.20879 3.18047
C21 -3.92636 2.44319 2.63047
Cl1 -3.97946 3.95619 3.35817
N3 -3.40866 2.22279 1.39967
N4 -3.41596 0.90299 1.14537
C22 -3.94866 0.27209 2.19637
C23 -3.93476 -1.25421 2.19847
O3 -4.39286 -1.83861 3.16667
O4 -3.36116 -1.75621 1.19857
C24 -2.84956 3.16429 0.50097
C25 -3.48586 4.37439 0.25407
C26 -2.90686 5.27619 -0.62173
C27 -1.71686 4.96859 -1.26423
C28 -1.09116 3.75599 -1.02123
C29 -1.64636 2.85849 -0.12793
H19 -4.86606 -0.88541 4.39227
H20 -4.42696 4.60839 0.72377
H21 -3.40306 6.21579 -0.81433
H22 -1.27126 5.67249 -1.94883
H23 -0.16786 3.50399 -1.51953
H24 -1.15566 1.92079 0.08987
N5 -3.16846 1.55489 -2.76463
C30 -3.08166 0.86249 -1.86123
F1 -6.02206 -3.67791 -2.40843
C31 -4.71166 -3.65271 -2.20573
F2 -4.40156 -4.66881 -1.39463
F3 -4.09936 -3.87281 -3.37323
C32 -4.25836 -2.30391 -1.58233
O5 -5.07416 -1.55751 -1.05763
O6 -3.02336 -2.05611 -1.64333

Formally, the Mulliken partial charges of the atoms, in units of the elementary charge, are as follows: 1.86 -0.12 0.08 0.22 -0.74 -0.76 0.12 -1.50 0.82 -0.07 -0.86 -0.43 -0.63 -0.35 0.36 -0.03 -1.19 0.58 -0.15 -0.87 -0.41 -0.66 -0.35 0.39 0.46 0.47 0.36 0.45 0.44 0.46 0.43 0.40 0.40 0.40 0.44 0.40 0.63 0.44 0.40 0.40 0.41 -0.54 0.44 -0.58 -0.11 0.21 -0.07 0.11 -0.24 0.33 1.10 -0.83 -0.73 0.33 -0.44 -0.85 -0.63 -0.68 0.21 0.46 0.55 0.40 0.42 0.45 0.30 -0.66 0.03 -0.23 0.69 -0.24 -0.23 0.65 -0.50 -0.80



# C34H45ClF3NO6Si

A cluster of 3 separate species, C34H45ClF3NO6Si in total (ωB97M-V/def2-TZVPD, OMol25).

**SMILES**: CC[C@@H](Cl)C1=C(C(=O)NC(=O)F)C(=O)c2ccc(C(F)(F)CC[Si](C)(C)c3ccccc3)cc2C1=O.CCOCC.CCOCC
**HOMO level**: -9.4 eV
**HOMO-LUMO gap**: 7.8 eV
**2S+1**: 1

Element x y z (Å)
C1 1.61260 -2.34216 4.77185
C2 1.87035 -1.78444 3.36048
C3 0.95829 -2.40568 2.31441
Cl1 -0.76980 -2.22834 2.83189
C4 1.00511 -1.82552 0.92858
C5 0.91333 -2.59180 -0.16483
C6 0.75809 -4.07524 -0.15188
O1 1.63359 -4.83990 0.10946
N1 -0.56738 -4.49608 -0.59437
C7 -1.31087 -5.20395 0.38472
O2 -2.24349 -4.79782 0.98107
F1 -0.84576 -6.45713 0.56642
C8 0.94862 -2.00299 -1.54276
O3 1.40616 -2.61170 -2.48025
C9 0.36590 -0.64502 -1.64670
C10 -0.24867 -0.19678 -2.80652
C11 -0.80449 1.07327 -2.82373
C12 -0.74057 1.88046 -1.69069
C13 -1.36349 3.25865 -1.67967
F2 -0.51061 4.08553 -0.97929
F3 -1.41108 3.75108 -2.95475
C14 -2.73645 3.35163 -1.04409
C15 -3.67094 2.15942 -1.32776
Si1 -3.93686 0.91958 0.07073
C16 -2.82754 -0.59432 -0.13547
C17 -3.59754 1.68889 1.74855
C18 -5.71052 0.30025 0.01779
C19 -6.56631 0.31987 1.11971
C20 -7.86412 -0.16566 1.03068
C21 -8.33994 -0.67152 -0.17014
C22 -7.50479 -0.70533 -1.28134
C23 -6.21046 -0.21929 -1.18246
C24 -0.10414 1.44036 -0.54016
C25 0.44737 0.17095 -0.52207
C26 1.14300 -0.34272 0.68858
O4 1.80253 0.38521 1.38657
H1 1.22231 -3.35834 4.75260
H2 0.91685 -1.69963 5.30594
H3 2.53722 -2.34279 5.34694
H4 2.90700 -1.98816 3.09164
H5 1.72406 -0.71184 3.38763
H6 1.15390 -3.47479 2.28072
H7 -0.43998 -5.08217 -1.41675
H8 -0.27926 -0.84863 -3.66788
H9 -1.28908 1.43740 -3.71856
H10 -2.58768 3.55152 0.01588
H11 -3.19456 4.24563 -1.46814
H12 -4.65790 2.57054 -1.55122
H13 -3.37327 1.62380 -2.23070
H14 -2.01451 -0.52897 0.59201
H15 -3.37135 -1.50995 0.09335
H16 -2.39588 -0.66502 -1.13396
H17 -4.03797 2.68915 1.78505
H18 -2.52333 1.82073 1.88865
H19 -4.01066 1.10215 2.56492
H20 -6.22176 0.70592 2.07053
H21 -8.52038 -0.15536 1.89081
H22 -9.35158 -1.04420 -0.25469
H23 -7.85918 -1.10247 -2.22301
H24 -5.57531 -0.25955 -2.06156
H25 -0.02885 2.06420 0.33957
C27 2.34340 4.03590 1.66519
C28 1.10392 4.86172 1.96664
O5 1.19452 5.62936 3.15352
C29 2.22578 6.59840 3.17850
C30 2.10370 7.65958 2.09754
H26 2.61219 3.42126 2.52506
H27 2.15991 3.37992 0.81371
H28 3.20115 4.66399 1.41904
H29 0.25194 4.19734 2.12297
H30 0.85193 5.50081 1.11313
H31 3.20904 6.11625 3.13105
H32 2.15085 7.06552 4.16073
H33 2.25765 7.24664 1.09954
H34 2.85236 8.43710 2.25244
H35 1.11351 8.11644 2.12262
C31 4.09795 -4.45225 -2.46232
C32 5.46365 -4.27151 -1.82364
O6 6.54317 -4.74896 -2.60827
C33 6.70097 -4.13259 -3.87185
C34 6.96807 -2.63798 -3.80316
H36 3.95319 -5.49301 -2.75821
H37 3.32030 -4.17859 -1.75730
H38 3.97340 -3.82957 -3.34912
H39 5.51362 -4.84359 -0.89680
H40 5.62221 -3.21973 -1.55569
H41 5.83374 -4.33557 -4.51096
H42 7.55386 -4.63610 -4.32785
H43 6.10406 -2.08533 -3.43107
H44 7.20210 -2.25487 -4.79696
H45 7.80981 -2.43155 -3.14075

Formally, the Mulliken partial charges of the atoms, in units of the elementary charge, are as follows: -1.32 -0.33 -0.22 -0.12 -0.03 1.72 -1.14 -0.46 -0.14 0.53 -0.36 -0.23 -0.25 -0.62 0.72 -0.88 -0.59 0.19 0.88 -0.27 -0.37 -1.03 -0.60 0.02 -0.29 -1.26 0.30 -0.17 -0.58 -0.46 -0.70 -0.24 -1.34 0.59 -0.08 -0.59 0.31 0.34 0.39 0.38 0.21 0.64 0.34 0.51 0.56 0.26 0.47 0.61 0.38 -0.33 0.74 0.05 0.37 0.30 0.40 0.26 0.38 0.37 0.39 0.28 1.01 -0.94 -0.02 -0.47 -0.30 -1.02 0.30 0.31 0.30 0.13 0.22 0.29 0.34 0.25 0.40 0.27 -0.27 -0.50 -0.44 -0.28 -1.02 0.32 -0.22 0.25 0.33 0.30 0.28 0.35 0.23 0.39 0.29



# C45H42Cl2N4OPReS2Te

A structure of composition C45H42Cl2N4OPReS2Te (ωB97M-V/def2-TZVPD, OMol25).

**HOMO level (alpha / beta)**: -6.5 / -6.1 eV
**HOMO-LUMO gap (alpha / beta)**: 6.9 / 6.5 eV
**2S+1**: 3
**Expectation value of S²**: 2.0137

Element x y z (Å)
Re1 0.61218 0.51837 0.61842
Cl1 -2.67606 0.75741 4.17702
C1 -3.07206 1.17001 2.52915
C2 -4.18845 1.97381 2.35555
C3 -4.42691 2.60852 1.15035
C4 -3.46223 2.51449 0.15729
C5 -2.37812 1.69506 0.35866
Cl2 -1.03436 1.79622 -0.78694
C6 -2.18895 0.85515 1.47862
N1 -1.18060 -0.08859 1.42816
H1 -4.84302 2.12900 3.20215
H2 -5.29917 3.23172 1.01653
H3 -3.52970 3.09572 -0.75246
S1 0.48747 2.12427 2.58473
P1 2.38969 2.59366 2.12993
S2 2.87037 1.67306 0.41112
C7 2.59262 4.38986 2.00989
C8 2.53439 5.02396 0.77466
C9 2.61996 6.40685 0.70196
C10 2.76233 7.15698 1.86009
C11 2.82166 6.52574 3.09577
C12 2.73844 5.14485 3.17198
C13 3.52214 2.09666 3.44836
C14 3.04863 1.64050 4.67148
C15 3.94564 1.25425 5.65963
C16 5.30907 1.32254 5.42394
C17 5.78409 1.77695 4.19874
C18 4.89429 2.16210 3.21178
H4 2.42958 4.42604 -0.12199
H5 2.57801 6.89926 -0.26101
H6 2.83117 8.23562 1.80115
H7 2.93702 7.10961 3.99957
H8 2.79181 4.65226 4.13566
H9 1.98049 1.57423 4.83800
H10 3.57593 0.89140 6.61005
H11 6.00660 1.01316 6.19162
H12 6.84887 1.81889 4.01076
H13 5.26144 2.49542 2.24825
C19 2.88046 -0.05513 -4.32663
N2 2.30990 -0.51739 -3.07423
C20 2.37022 -1.80039 -2.57504
C21 1.69434 -1.77833 -1.39148
N3 1.16666 -0.51448 -1.20023
C22 1.57634 0.20998 -2.23390
H14 3.60124 -0.79077 -4.67271
H15 3.39457 0.89144 -4.17419
H16 2.10724 0.06539 -5.08390
H17 3.05393 -2.52156 -2.98637
H18 1.44851 -2.59798 -0.74441
H19 1.36189 1.25470 -2.38473
C23 -6.67683 -3.85771 4.36239
C24 -5.35167 -3.27013 3.95977
C25 -4.34528 -3.05116 4.88649
C26 -3.12074 -2.49219 4.52800
C27 -2.13479 -2.26883 5.65718
C28 -2.87057 -2.15993 3.18480
Te1 -0.78231 -1.51572 2.82684
N4 1.21229 -0.92901 1.83948
C29 2.27397 -1.73804 1.82319
O1 3.13179 -1.83287 0.93557
C30 2.42119 -2.63787 3.03851
C31 2.87055 -3.94478 2.87491
C32 3.01922 -4.78066 3.97084
C33 2.74780 -4.30902 5.25047
C34 2.32774 -2.99824 5.42627
C35 2.15656 -2.17015 4.32274
C36 -0.67516 -3.23470 1.57868
C37 -0.81404 -3.05979 0.21096
C38 -0.83264 -4.15378 -0.64158
C39 -0.70460 -5.43039 -0.11634
C40 -0.56377 -5.59897 1.25190
C41 -0.55351 -4.51261 2.12505
C42 -0.44312 -4.76335 3.60213
C43 -3.88276 -2.37510 2.23748
C44 -3.74975 -2.08584 0.76331
C45 -5.10155 -2.91252 2.64475
H20 -6.70089 -4.08440 5.42780
H21 -6.87811 -4.78072 3.81579
H22 -7.49306 -3.16623 4.14561
H23 -4.52168 -3.29997 5.92823
H24 -2.66382 -2.28207 6.60993
H25 -1.61370 -1.31488 5.58786
H26 -1.37222 -3.04999 5.69654
H27 3.10545 -4.28586 1.87439
H28 3.35674 -5.80042 3.83131
H29 2.87466 -4.95882 6.10742
H30 2.13756 -2.61785 6.42280
H31 1.85149 -1.13868 4.44900
H32 -0.91617 -2.05970 -0.19311
H33 -0.93919 -4.00392 -1.70907
H34 -0.71209 -6.29378 -0.76942
H35 -0.45669 -6.59646 1.66248
H36 0.09978 -5.68831 3.79430
H37 -1.43763 -4.85017 4.04741
H38 0.09648 -3.96388 4.11521
H39 -2.99290 -1.33966 0.54328
H40 -4.70408 -1.73613 0.36665
H41 -3.48098 -2.99637 0.22363
H42 -5.87811 -3.05829 1.89916

Formally, the Mulliken partial charges of the atoms, in units of the elementary charge, are as follows: 0.10 -0.23 0.59 -0.56 -0.78 -0.43 0.56 -0.20 -0.72 0.31 0.46 0.41 0.46 -0.78 1.52 -0.53 0.55 -0.49 -0.63 -0.44 -0.66 -0.46 0.21 -0.26 -0.61 -0.48 -0.72 -0.43 0.35 0.39 0.38 0.39 0.35 0.38 0.44 0.40 0.41 0.40 -0.91 0.23 -1.22 -0.20 0.40 -0.49 0.31 0.34 0.33 0.37 0.54 0.46 -1.64 0.62 -0.87 0.62 -1.61 0.50 0.30 0.44 0.14 -0.71 0.05 -0.74 -0.76 -0.46 -0.82 0.37 1.87 -1.43 -0.67 -1.08 -0.68 0.94 -1.51 1.42 -1.76 -0.91 0.36 0.34 0.34 0.33 0.51 0.15 0.23 0.51 0.45 0.38 0.45 0.42 0.94 0.55 0.40 0.49 0.54 0.39 -0.31 -0.26 0.56 0.37 0.47



Ordered E results: -361.80166 -3634.20475 -2878.05836 -4438.69685; unit Eh.